1.
# C25H55NO2PdSi2

C25H55NO2PdSi2 as an isolated structure in a non-equilibrium geometry (the ωB97M-V functional and the def2-TZVPD basis, OMol25).

Each line ends with the Löwdin spin population.
Cartesian coordinates (Å):
O: -0.7883 1.4704 0.7942  0.002
O: -1.4653 2.8245 -2.2016  0.000
C: -1.8040 0.7368 1.4985  0.000
C: -1.5614 0.3801 2.9601  0.001
H: -1.9418 -0.1775 0.9078  0.000
H: -2.7456 1.3159 1.3900  0.000
H: -0.6043 -0.1449 3.1042  0.001
H: -2.3573 -0.2961 3.3161  0.000
H: -1.5938 1.2694 3.5960  0.000
C: 0.0851 2.3330 1.5471  0.000
C: -0.3661 3.7812 1.4081  0.000
H: 1.1018 2.2011 1.1409  0.000
H: 0.1246 2.0360 2.6108  0.000
H: -0.4742 4.0545 0.3517  0.000
H: 0.3737 4.4612 1.8479  0.000
H: -1.3366 3.9338 1.8971  0.000
C: -0.5714 3.3482 -3.2018  0.000
C: -2.6898 3.5477 -2.0452  0.000
C: 0.6161 4.0777 -2.6069  0.000
H: -1.1008 4.0165 -3.9078  0.000
H: -0.2067 2.4649 -3.7452  0.000
H: 0.2782 4.9765 -2.0659  0.000
H: 1.2663 4.3999 -3.4330  0.000
H: 1.1881 3.4072 -1.9440  0.000
C: -2.5019 5.0010 -1.6858  0.000
H: -3.2154 3.0177 -1.2428  0.000
H: -3.2961 3.4705 -2.9633  0.000
H: -1.8778 5.1121 -0.7964  0.000
H: -3.4734 5.4495 -1.4701  0.000
H: -2.0573 5.5588 -2.5129  0.000
H: -0.9752 0.7217 -0.9576  0.000
Pd: 1.5552 -1.8752 0.8077  0.975
C: -0.7466 -0.0206 -1.7657  0.010
Si: -2.0682 -0.2778 -3.0887  0.001
H: 0.1742 0.3508 -2.2362  0.000
H: -0.4854 -0.9552 -1.2576  0.011
C: -3.8062 -0.0509 -2.4017  0.000
C: -1.9221 -2.0173 -3.8193  0.000
C: -1.9467 0.8318 -4.6158  0.000
C: -0.3330 -2.4633 1.1257  0.316
Si: -0.0725 -4.3277 1.1294  0.078
H: -0.9198 -2.0138 0.3133  0.035
H: -0.7183 -2.0410 2.0719  0.018
C: -0.7506 -5.0841 -0.4413  0.008
C: -1.0042 -4.9796 2.6276  0.016
C: 1.7446 -4.8050 1.2203  0.022
H: -2.8627 0.7622 -5.2227  0.000
H: -1.0945 0.5287 -5.2400  0.000
H: -1.8362 1.8909 -4.3710  0.000
H: -4.0187 -0.8130 -1.6368  0.000
H: -4.5450 -0.1576 -3.2111  0.000
H: -3.9268 0.9469 -1.9540  0.000
H: -1.6724 -2.7671 -3.0561  0.000
H: -1.1450 -2.0379 -4.5977  0.000
H: -2.8696 -2.3136 -4.2930  0.000
H: -1.9535 -4.4356 2.7471  0.001
H: -0.4308 -4.8768 3.5587  0.001
H: -1.2350 -6.0446 2.4800  0.002
H: 2.1024 -4.9657 2.2428  0.000
H: 2.4067 -4.0650 0.7292  0.006
H: 1.8595 -5.7424 0.6621  0.002
H: -0.6719 -6.1799 -0.3805  0.001
H: -0.1917 -4.7516 -1.3268  0.001
H: -1.8095 -4.8243 -0.5808  0.000
C: 3.7648 -2.4126 2.7515  0.010
N: 2.4776 -1.6978 2.8179  0.113
C: 1.6823 -2.2329 3.9316  0.008
C: 2.7296 -0.2284 2.9623  0.008
C: 3.1364 0.3589 1.6506  0.037
C: 4.0543 1.4256 1.5687  0.004
C: 4.3392 1.9944 0.3300  0.009
C: 3.7034 1.5264 -0.8213  0.009
C: 2.8249 0.4221 -0.7500  0.057
C: 2.5939 -0.1617 0.4905  0.205
H: 3.6139 -3.4556 3.0584  0.000
H: 4.4661 -1.9346 3.4536  0.003
H: 4.1488 -2.3785 1.7283  0.006
H: 2.2612 -2.2077 4.8677  0.004
H: 0.7734 -1.6407 4.0684  0.001
H: 1.4168 -3.2755 3.7120  0.001
H: 1.7935 0.2206 3.3389  0.000
H: 3.5103 -0.0795 3.7239  0.002
H: 4.5551 1.7726 2.4769  0.001
H: 5.0491 2.8202 0.2564  0.001
H: 3.9131 1.9870 -1.7880  0.001
H: 2.3570 0.0038 -1.6373  0.011

⟨S²⟩ ... 2.005
Largest force on an atom ... 0.02876 Eh/bohr
Relative energy (zero: lowest compared OMol25 entry of this formula, charge and spin) ... 0.000 eV
Frontier orbital gap (alpha / beta) ... 0.2785 / 0.2989 Ha
Multiplicity ... 3


2.
# C25H56N2O2P2PbS

C25H56N2O2P2PbS as an isolated structure in a non-equilibrium geometry (the ωB97M-V functional and the def2-TZVPD basis, OMol25).

Each line ends with the Löwdin charge.
Cartesian coordinates (Å):
Pb: 0.0000 0.0000 0.0000  0.582
C: -0.9877 -0.7492 1.6085  -0.140
O: -1.5025 -1.1945 2.5589  0.291
C: 1.1514 0.6017 -1.5672  -0.234
O: 1.8773 0.8929 -2.4352  0.238
P: 0.3409 -2.3466 -0.7765  1.061
C: -1.0225 -2.9743 -1.9005  -0.491
H: -0.7608 -3.9934 -2.2077  0.115
C: 1.8582 -2.6014 -1.8512  -0.491
H: 1.7340 -1.7855 -2.5747  0.085
C: 0.3074 -3.6248 0.5957  -0.495
H: -0.6853 -3.4287 1.0226  0.089
C: -1.2214 2.6563 2.3421  -0.477
P: -0.9123 2.2174 0.5538  1.035
H: -2.9506 2.9921 -0.6516  0.140
H: -1.9746 1.9112 2.6267  0.099
C: -0.2430 3.7808 -0.2187  -0.442
H: -0.8407 4.6135 0.1732  0.134
C: 3.1599 -2.3258 -1.0844  -0.078
H: 3.9835 -2.1978 -1.7961  0.114
H: 3.4154 -3.1635 -0.4287  0.090
H: 3.0883 -1.4228 -0.4747  0.043
C: 1.9596 -3.9134 -2.6423  -0.040
H: 2.1343 -4.7704 -1.9875  0.086
H: 2.8096 -3.8481 -3.3326  0.122
H: 1.0663 -4.1170 -3.2395  0.086
C: 0.3601 -5.0998 0.1733  -0.041
H: -0.3368 -5.3375 -0.6354  0.088
H: 0.1015 -5.7310 1.0322  0.122
H: 1.3662 -5.3834 -0.1475  0.089
C: 1.3299 -3.3452 1.7065  -0.077
H: 1.0988 -3.9708 2.5765  0.118
H: 1.3110 -2.3003 2.0186  0.032
H: 2.3464 -3.5852 1.3837  0.087
C: -2.3665 -3.0242 -1.1615  -0.077
H: -2.3656 -3.7688 -0.3606  0.089
H: -3.1706 -3.2822 -1.8608  0.103
H: -2.6067 -2.0544 -0.7114  0.055
C: -1.1100 -2.0969 -3.1572  -0.069
H: -1.2915 -1.0503 -2.8911  0.057
H: -1.9342 -2.4344 -3.7969  0.118
H: -0.1889 -2.1319 -3.7460  0.086
C: -1.8061 4.0577 2.5595  -0.045
H: -2.6634 4.2565 1.9069  0.094
H: -1.0537 4.8317 2.3749  0.097
H: -2.1410 4.1656 3.5977  0.123
C: 0.0072 2.4036 3.2278  -0.097
H: 0.8072 3.1226 3.0303  0.081
C: -2.4095 0.9997 -1.3214  -0.152
H: 0.4090 1.4010 3.0671  0.008
H: -0.2773 2.5004 4.2821  0.121
C: -3.6984 1.5505 0.7686  -0.061
H: -2.0519 0.0348 -0.8727  -0.007
H: -3.3494 0.7101 -1.8088  0.095
H: -1.7123 1.3365 -2.0895  0.077
C: -2.6248 2.0425 -0.2087  -0.462
H: -4.6258 1.3416 0.2217  0.116
H: -3.9251 2.2929 1.5382  0.094
H: -3.3860 0.6256 1.2646  0.072
C: -0.3791 3.7624 -1.7470  -0.061
H: 0.1512 2.9088 -2.1782  0.060
H: 0.0660 4.6742 -2.1620  0.120
H: -1.4240 3.7269 -2.0702  0.091
C: 1.2268 3.9675 0.1853  -0.098
H: 1.8145 3.0888 -0.1004  0.023
H: 1.3416 4.1132 1.2625  0.078
H: 1.6454 4.8444 -0.3222  0.119
H: -5.2122 -0.7597 -2.3071  0.034
H: -4.9931 -1.4438 -2.4987  0.035
C: 2.5275 0.0351 3.6687  -0.045
N: 3.2495 1.0706 2.9322  -0.130
C: 4.4599 1.5545 3.5833  -0.008
C: 2.8766 1.5160 1.5911  -0.463
S: 1.5893 0.8376 0.8791  0.730
N: 3.8371 2.2858 0.8369  -0.216
C: 4.3411 3.5578 1.3252  -0.042
C: 4.3639 1.7911 -0.4174  -0.013
H: 3.2063 -0.8217 3.8681  0.136
H: 1.6566 -0.3784 3.1385  0.034
H: 2.1729 0.4448 4.6383  0.131
H: 5.3429 1.3667 2.9372  0.128
H: 4.3741 2.6256 3.8381  0.109
H: 4.6403 1.0351 4.5504  0.129
H: 5.4319 3.4892 1.5245  0.126
H: 4.1676 4.3421 0.5588  0.117
H: 3.7985 3.8937 2.2305  0.103
H: 4.8215 0.7906 -0.2662  0.119
H: 3.5707 1.7351 -1.1618  0.059
H: 5.1407 2.4726 -0.8271  0.139

Largest force on an atom ... 0.27662 Eh/bohr
Frontier orbital gap ... 0.2328 Ha
Charge ... +4


3.
# C25H57B2N5O9S

A 3-piece molecular cluster, C25H57B2N5O9S overall in a non-equilibrium geometry (the ωB97M-V functional and the def2-TZVPD basis, OMol25).

Each line ends with the Löwdin charge.
Cartesian coordinates (Å):
C: 2.3840 -3.4835 -1.9682  -0.104
O: 1.3273 -2.9067 -1.2152  -0.204
C: 0.6973 -1.7975 -1.8802  -0.197
C: 0.9485 -0.5487 -1.0248  -0.112
C: 0.8818 0.8070 -1.7698  -0.109
C: -0.4905 1.2039 -2.2492  -0.339
N: -0.5398 2.5423 -2.9820  0.115
C: 0.5295 3.2174 -3.1535  -0.351
C: 1.4355 3.1200 -4.3637  -0.005
C: 0.9522 4.2663 -2.1291  -0.034
C: -1.2205 0.3172 -3.3086  -0.034
B: -0.5286 0.2970 -4.7361  -0.613
O: 0.7520 -0.2370 -4.9095  0.122
O: -1.1175 0.8181 -5.8724  0.161
C: -2.5738 1.0921 -3.3186  -0.427
O: -3.3841 1.1567 -4.1780  0.132
N: -2.7473 1.7538 -2.0741  0.089
C: -1.6395 1.3580 -1.2001  -0.553
S: -1.2292 2.5100 0.1676  0.889
B: -2.2525 0.0219 -0.4971  -0.575
O: -2.2737 -0.0341 0.9180  0.054
N: -2.7886 -1.1361 -1.2107  -0.116
C: -4.2247 -1.0243 -1.5333  -0.055
C: -2.5125 -2.3656 -0.4515  -0.084
H: 2.8457 -2.7977 -2.6828  0.087
H: 2.0302 -4.4151 -2.4260  0.084
H: 3.1736 -3.7711 -1.2635  0.081
H: -0.3719 -2.0298 -1.8408  0.093
H: 1.0253 -1.6951 -2.9146  0.110
H: 0.3526 -0.5625 -0.1044  0.113
H: 1.9842 -0.6372 -0.6754  0.125
H: 1.3035 1.5461 -1.0813  0.101
H: 1.6062 0.7422 -2.5870  0.125
H: 2.3769 3.6306 -4.1339  0.077
H: 0.9631 3.6890 -5.1702  0.103
H: 1.6699 2.0968 -4.6563  0.070
H: 1.3448 5.1640 -2.6280  0.083
H: 0.1039 4.5996 -1.5401  0.052
H: 1.7379 3.9021 -1.4609  0.080
H: -1.3940 -0.7355 -3.0575  0.130
H: 0.6859 -0.9735 -5.5335  0.114
H: -1.9435 0.3437 -6.0525  0.111
H: -2.9909 2.7347 -2.0858  0.144
H: -0.2678 1.8661 0.8610  -0.089
H: -3.1175 0.3511 1.1985  0.114
H: -4.7959 -1.5006 -0.7203  0.086
H: -4.5577 -0.0046 -1.7060  0.082
H: -4.4203 -1.6511 -2.4119  0.091
H: -1.5032 -2.3621 -0.0320  0.085
H: -2.5351 -3.2127 -1.1400  0.088
H: -3.2118 -2.4950 0.3819  0.092
C: 2.3282 4.0754 1.5495  -0.114
O: 1.5422 5.2009 1.2109  -0.198
C: 0.2088 5.1512 1.7133  -0.244
C: 0.0059 6.1663 2.8235  -0.208
N: 0.7235 5.7852 4.0339  -0.050
C: 0.7916 6.8346 5.0502  -0.199
C: 1.5098 8.1368 4.6962  -0.228
O: 2.9101 8.0078 4.5241  -0.178
C: 3.3239 7.5632 3.2449  -0.100
H: 3.2461 4.1226 0.9633  0.091
H: 2.6023 4.0801 2.6095  0.079
H: 1.8093 3.1414 1.3104  0.068
H: -0.0660 4.1456 2.0415  0.084
H: -0.4469 5.4187 0.8811  0.104
H: -1.0629 6.2402 3.0458  0.125
H: 0.3397 7.1389 2.4393  0.105
H: 1.6680 5.5207 3.7891  0.065
H: 1.3045 6.4012 5.9127  0.119
H: -0.2263 7.0708 5.3764  0.117
H: 1.3824 8.8121 5.5467  0.120
H: 1.0597 8.6469 3.8366  0.110
H: 2.6590 7.9115 2.4509  0.089
H: 3.4014 6.4731 3.2182  0.070
H: 4.3218 7.9621 3.0592  0.088
C: 2.4767 -6.5150 1.6502  -0.111
O: 1.6881 -7.6163 1.2375  -0.194
C: 1.0283 -8.2912 2.3034  -0.215
C: -0.4694 -8.0463 2.2619  -0.216
N: -0.7932 -6.6717 2.6215  -0.051
C: -2.1772 -6.2861 2.3502  -0.196
C: -2.6620 -6.3192 0.9010  -0.219
O: -2.0643 -5.3456 0.0641  -0.202
C: -0.7961 -5.6997 -0.4637  -0.089
H: 3.0787 -6.2008 0.7984  0.084
H: 1.8544 -5.6679 1.9563  0.077
H: 3.1474 -6.7909 2.4687  0.088
H: 1.4478 -8.0208 3.2770  0.122
H: 1.2033 -9.3602 2.1515  0.120
H: -0.9617 -8.7278 2.9623  0.123
H: -0.8112 -8.2974 1.2495  0.103
H: -0.1856 -6.0447 2.1117  0.066
H: -2.2919 -5.2607 2.7115  0.119
H: -2.8403 -6.9093 2.9589  0.117
H: -3.7287 -6.0775 0.9156  0.121
H: -2.5859 -7.3161 0.4514  0.111
H: -0.7098 -6.7737 -0.6462  0.090
H: 0.0073 -5.3635 0.1956  0.073
H: -0.6702 -5.1754 -1.4123  0.083

SMILES string ... COCCC[C@@]1(N=C(C)C)[C@H](B(O)O)C(=O)N[C@@]1(S)B(O)N(C)C.COCCNCCOC.COCCNCCOC
Largest force on an atom ... 0.05544 Eh/bohr
Frontier orbital gap ... 0.2877 Ha